Below is 3 unconnected molecules or ions with the total composition C5H13NO2 at a distorted geometry, with properties calculated with ωB97M-V/def2-TZVPD.

* 2S+1: 2
* highest occupied orbital energy (spin up / spin down): -3.82 / -3.82 eV
* maximum force: 3.2 eV Å⁻¹
* total charge: -1
* electronic energy: -10978.73254 eV
* ΔE to the lowest compared entry with this formula, charge and spin: 50.8 kcal/mol
* <S²>: 0.790

Each line ends with the Löwdin spin population.
CARTESIAN COORDINATES (ANGSTROEM)
N1 -1.455 -0.046 -1.630  0.03
C1 -1.680 0.168 -0.223  0.05
C2 -1.043 1.403 0.349  0.36
C3 0.320 1.298 0.596  0.01
C4 1.344 2.156 1.073  0.42
C5 2.666 1.635 1.712  0.06
H1 -0.766 0.664 -1.913  0.00
H2 -1.159 -0.639 0.311  0.01
H3 -2.725 0.147 0.122  0.00
H4 -1.623 2.337 0.543  0.02
H5 0.700 0.286 0.488  -0.01
H6 0.917 3.025 1.571  0.02
H7 2.631 0.559 1.700  0.00
H8 3.613 1.854 1.214  0.01
H9 2.694 2.019 2.747  0.01
H10 -0.492 -3.785 -1.679  0.00
H11 -1.297 -1.000 -2.063  0.00
O1 -0.409 -2.844 -1.883  0.00
H12 -0.179 -2.393 -0.654  0.00
H13 1.003 -2.371 0.456  0.00
O2 0.063 -2.198 0.323  0.00

=====

Below is 4 unconnected molecules or ions with the total composition CH10O4 at a distorted geometry, with properties calculated with ωB97M-V/def2-TZVPD.

* 2S+1: 1
* highest occupied orbital energy: -10.12 eV
* maximum force: 6.0 eV Å⁻¹
* SMILES: CO.O.O.O
* electronic energy: -9388.05617 eV
* ΔE to the lowest compared entry with this formula, charge and spin: 31.8 kcal/mol

Each line ends with the Löwdin charge.
CARTESIAN COORDINATES (ANGSTROEM)
C1 -1.441 -1.155 -1.467  -0.18
O1 -1.538 0.241 -1.337  -0.14
H1 -0.502 -1.582 -1.148  0.07
H2 -2.426 -1.593 -1.205  0.09
H3 -1.319 -1.372 -2.589  0.09
H4 -0.721 0.663 -1.026  0.09
O2 1.339 -0.006 1.449  0.01
H5 1.650 -0.712 1.874  -0.02
H6 0.494 0.406 1.519  -0.01
O3 3.049 0.839 -0.582  -0.08
H7 3.656 1.562 -0.758  0.03
H8 2.915 0.854 0.375  0.00
O4 -1.362 0.681 1.588  -0.03
H9 -1.966 1.022 2.299  0.10
H10 -1.829 0.152 1.007  -0.01

=====

Below is a molecular structure, C32H43N10O2PbSbTe, with properties calculated with ωB97M-V/def2-TZVPD.

* 2S+1: 1
* highest occupied orbital energy: -7.22 eV
* maximum force: 0.9 eV Å⁻¹
* electronic energy: -71957.13947 eV
* ΔE to the lowest compared entry with this formula, charge and spin: 9.9 kcal/mol

Each line ends with the Löwdin charge.
CARTESIAN COORDINATES (ANGSTROEM)
Pb1 0.275 0.082 -0.139  1.22
C1 -3.914 1.252 -2.260  -0.06
C2 -3.801 2.540 -2.781  -0.07
C3 -2.716 3.308 -2.435  -0.01
C4 -1.725 2.776 -1.598  -0.32
N1 -1.797 1.512 -1.159  0.05
C5 -2.891 0.794 -1.459  -0.15
N2 -0.765 3.671 -1.141  0.18
C6 0.448 3.427 -0.840  -0.30
N3 1.211 2.281 -1.063  0.02
C7 2.414 2.492 -0.499  -0.55
N4 3.516 1.698 -0.618  -0.24
C8 3.534 0.680 -1.622  -0.41
C9 4.674 0.613 -2.412  0.00
C10 4.764 -0.398 -3.350  -0.05
C11 3.724 -1.312 -3.454  -0.05
C12 2.636 -1.161 -2.611  -0.16
N5 2.532 -0.181 -1.715  0.03
C13 2.515 3.871 0.064  -0.16
C14 3.542 4.553 0.686  -0.02
C15 3.285 5.859 1.082  -0.07
C16 2.039 6.451 0.860  -0.07
C17 1.019 5.752 0.225  -0.01
C18 1.291 4.456 -0.172  -0.12
H1 -4.768 0.621 -2.463  0.11
H2 -4.574 2.946 -3.422  0.11
H3 -2.608 4.332 -2.763  0.11
H4 -2.934 -0.201 -1.029  0.09
H5 5.459 1.343 -2.271  0.12
H6 5.639 -0.479 -3.984  0.11
H7 3.758 -2.133 -4.157  0.11
H8 1.818 -1.874 -2.635  0.04
H9 4.497 4.079 0.872  0.11
H10 4.062 6.429 1.577  0.10
H11 1.871 7.471 1.182  0.10
H12 0.050 6.196 0.034  0.12
N6 -0.400 -1.517 -2.493  -0.02
N7 -1.316 -2.541 -2.203  -0.02
C19 -1.956 -2.573 -0.950  -0.79
O1 -2.962 -3.277 -0.853  0.01
O2 -1.358 -1.929 -0.025  -0.31
H13 -0.818 -0.791 -3.066  0.09
H14 0.392 -1.906 -2.989  0.02
H15 -1.912 -2.871 -2.947  0.14
Te1 3.139 0.895 1.378  0.78
C20 -4.685 0.041 3.146  -0.16
C21 -4.186 -0.409 1.790  -0.18
N8 -2.755 -0.207 1.751  0.08
C22 -2.151 0.922 2.202  -0.38
N9 -0.898 1.151 1.895  -0.06
C23 -0.258 2.325 2.473  -0.26
C24 -1.227 3.484 2.586  -0.16
C25 -2.391 3.035 3.438  -0.16
N10 -2.919 1.761 2.964  -0.03
C26 -4.316 1.502 3.305  -0.16
H16 -4.202 -0.557 3.921  0.12
H17 -5.765 -0.078 3.239  0.12
H18 -4.696 0.166 1.005  0.12
H19 -4.375 -1.463 1.596  0.13
H20 -2.215 -0.865 1.191  0.07
H21 0.587 2.606 1.843  0.04
H22 0.171 2.095 3.456  0.12
H23 -1.572 3.758 1.584  0.11
H24 -0.747 4.358 3.032  0.12
H25 -3.204 3.763 3.415  0.12
H26 -2.075 2.934 4.482  0.13
H27 -4.964 2.113 2.666  0.13
H28 -4.474 1.835 4.333  0.12
C27 4.200 -4.561 -0.423  -0.20
C28 3.200 -4.395 0.721  -0.46
Sb1 1.392 -3.338 0.182  1.39
C29 0.629 -4.834 -1.168  -0.42
C30 1.086 -4.627 -2.611  -0.19
C31 0.321 -3.928 1.958  -0.43
C32 -0.628 -5.111 1.785  -0.19
H29 5.129 -5.029 -0.087  0.06
H30 4.466 -3.596 -0.866  0.05
H31 3.797 -5.187 -1.221  0.05
H32 3.644 -3.811 1.532  0.04
H33 2.912 -5.363 1.140  0.05
H34 -0.460 -4.780 -1.107  0.04
H35 0.937 -5.808 -0.782  0.05
H36 0.758 -3.653 -2.986  0.02
H37 0.659 -5.384 -3.274  0.07
H38 2.171 -4.674 -2.716  0.05
H39 -0.236 -3.047 2.282  0.03
H40 1.087 -4.132 2.709  0.04
H41 -1.419 -4.883 1.068  0.06
H42 -1.109 -5.362 2.734  0.07
H43 -0.108 -6.006 1.438  0.06

=====

Below is a single C21H26N2O5S molecule at a distorted geometry, with properties calculated with ωB97M-V/def2-TZVPD.

* 2S+1: 1
* highest occupied orbital energy: -8.51 eV
* maximum force: 1.6 eV Å⁻¹
* SMILES: COCCN(CCOC)C(=O)c1ccc(SCc2ccc(C)cc2)c([N+](=O)[O-])c1
* electronic energy: -46248.50036 eV
* ΔE to the lowest compared entry with this formula, charge and spin: 139.6 kcal/mol

Each line ends with the Löwdin charge.
CARTESIAN COORDINATES (ANGSTROEM)
C1 3.397 5.621 2.942  -0.11
O1 2.815 4.440 3.430  -0.22
C2 1.440 4.581 3.717  -0.20
C3 0.904 3.279 4.313  -0.11
N1 0.681 2.236 3.334  -0.04
C4 1.834 1.593 2.743  -0.11
C5 2.160 2.140 1.336  -0.19
O2 2.923 1.247 0.565  -0.18
C6 4.261 1.114 0.986  -0.10
C7 -0.588 2.039 2.899  -0.42
O3 -1.529 2.711 3.278  0.08
C8 -0.796 0.912 1.931  -0.13
C9 -1.285 1.181 0.649  0.00
C10 -1.542 0.170 -0.247  -0.06
C11 -1.341 -1.173 0.095  -0.41
S1 -1.624 -2.508 -0.979  1.08
C12 -2.074 -1.661 -2.568  -0.39
C13 -2.242 -2.729 -3.598  -0.33
C14 -1.147 -3.199 -4.312  -0.04
C15 -1.298 -4.202 -5.250  -0.04
C16 -2.544 -4.766 -5.496  -0.28
C17 -2.702 -5.870 -6.496  -0.05
C18 -3.636 -4.299 -4.775  -0.04
C19 -3.488 -3.296 -3.836  -0.04
C20 -0.886 -1.432 1.403  -0.16
N2 -0.675 -2.765 1.825  -0.36
O4 -0.962 -3.655 1.035  -0.04
O5 -0.215 -2.965 2.934  0.08
C21 -0.622 -0.403 2.305  0.06
H1 3.311 6.436 3.670  0.09
H2 2.926 5.939 2.003  0.09
H3 4.448 5.402 2.766  0.09
H4 0.880 4.833 2.804  0.14
H5 1.295 5.395 4.444  0.13
H6 -0.061 3.482 4.782  0.13
H7 1.612 2.918 5.063  0.13
H8 1.667 0.517 2.654  0.12
H9 2.680 1.767 3.409  0.13
H10 2.673 3.106 1.426  0.11
H11 1.231 2.275 0.776  0.12
H12 4.766 0.532 0.217  0.09
H13 4.338 0.588 1.943  0.09
H14 4.744 2.094 1.079  0.09
H15 -1.468 2.206 0.363  0.13
H16 -1.913 0.429 -1.224  0.09
H17 -1.260 -0.987 -2.831  0.09
H18 -3.003 -1.115 -2.413  0.08
H19 -0.170 -2.775 -4.131  0.12
H20 -0.437 -4.555 -5.799  0.11
H21 -3.697 -5.860 -6.934  0.08
H22 -2.559 -6.835 -6.007  0.09
H23 -1.964 -5.784 -7.290  0.08
H24 -4.612 -4.726 -4.950  0.11
H25 -4.348 -2.948 -3.282  0.11
H26 -0.298 -0.674 3.300  0.14

=====

Below is a gas-phase ion, C10H21N2O2 (charge +1) at a distorted geometry, with properties calculated with ωB97M-V/def2-TZVPD.

* 2S+1: 1
* highest occupied orbital energy (spin up / spin down): -10.24 / -10.24 eV
* maximum force: 4.7 eV Å⁻¹
* total charge: +1
* electronic energy: -17773.94079 eV
* ΔE to the lowest compared entry with this formula, charge and spin: 119.0 kcal/mol

Each line ends with the Löwdin charge.
CARTESIAN COORDINATES (ANGSTROEM)
C1 3.488 0.991 -0.799  0.12
C2 2.218 1.176 -0.378  -0.24
C3 1.294 0.100 -0.561  -0.35
C4 1.756 2.419 0.441  -0.01
C5 3.338 -2.012 0.660  -0.04
C6 -2.607 1.269 0.642  -0.04
C7 -3.043 0.069 -1.552  0.02
C8 -3.178 -1.028 0.711  0.01
C9 1.891 -2.203 0.225  -0.07
C10 -0.997 -0.579 -0.090  -0.35
N1 0.064 0.328 -0.215  0.15
N2 -2.465 0.036 -0.133  -0.31
O1 1.618 -1.134 -0.842  -0.04
O2 -0.847 -1.698 -0.823  0.01
H1 4.207 1.764 -0.666  0.08
H2 3.829 0.038 -1.158  0.06
H3 0.850 2.125 1.003  0.06
H4 1.397 3.166 -0.349  0.12
H5 2.561 2.790 1.021  0.07
H6 4.049 -1.673 -0.077  0.07
H7 3.659 -2.981 0.953  0.08
H8 3.299 -1.248 1.395  0.07
H9 -3.627 1.716 0.641  0.13
H10 -2.079 1.261 1.645  0.13
H11 -1.890 2.010 0.101  0.11
H12 -4.119 0.120 -1.600  0.10
H13 -2.616 0.848 -2.286  0.14
H14 -2.785 -0.817 -2.067  0.07
H15 -2.931 -1.956 0.135  0.12
H16 -2.618 -1.024 1.729  0.14
H17 -4.134 -0.650 0.861  0.07
H18 1.766 -3.015 -0.403  0.11
H19 1.190 -2.040 0.998  0.11
H20 -0.201 1.344 0.147  0.15
H21 -0.857 -1.571 -1.804  0.13